Computed, not measured: 2 unconnected molecules or ions with the total composition C2H4INO in a non-equilibrium geometry, with the ωB97M-V functional and the def2-TZVPD basis.

Last columns: bonded neighbours and bond lengths (Å).
Cartesian coordinates (Å):
1 C -0.727 -0.880 0.022  C2 1.335, H6 1.090, H9 1.112
2 C -1.380 0.271 -0.156  C1 1.335, H7 1.026, H8 1.153
3 N 1.970 0.887 0.562  O4 1.169, I5 2.056
4 O 1.719 1.754 -0.181  N3 1.169
5 I 3.021 -0.733 -0.144  N3 2.056
6 H -0.860 -1.808 -0.534  C1 1.090
7 H -1.399 1.096 0.454  C2 1.026
8 H -2.112 0.456 -1.027  C2 1.153
9 H -0.233 -1.042 1.005  C1 1.112

HOMO energy (spin up / spin down) = -9.46 / -9.46 eV
SMILES = O=NI.C=C
HOMO-LUMO gap (spin up / spin down) = 8.61 / 8.61 eV
Energy above the lowest of the compared OMol25 structures with the same formula, charge and spin = 74.0 kcal per mole

Atomic partial charges in e from the natural (NBO) method, atoms 1 to 6:
1 C -0.411
2 C -0.373
3 N 0.075
4 O -0.205
5 I 0.136
6 H 0.207